[1]
{"formula": "C45H42N9O18", "method": "ωB97M-V with the def2-TZVPD basis set", "orbital_gap_ev": 7.306, "multiplicity": 1, "e_homo_ha": -0.2521, "total_charge": -1, "de_lowest_kcal_mol": 21.3, "elements": ["H", "O", "N", "H", "O", "O", "H", "O", "C", "C", "C", "H", "H", "C", "H", "C", "O", "H", "C", "H", "H", "O", "C", "C", "O", "C", "C", "N", "H", "H", "H", "N", "C", "O", "H", "H", "H", "C", "C", "H", "H", "C", "C", "O", "H", "O", "N", "O", "H", "H", "H", "H", "O", "C", "O", "H", "C", "H", "H", "H", "O", "C", "C", "C", "C", "N", "H", "N", "H", "H", "H", "C", "H", "H", "C", "C", "N", "H", "O", "C", "C", "C", "C", "C", "H", "C", "O", "C", "O", "C", "C", "H", "C", "O", "H", "C", "H", "H", "C", "C", "C", "C", "C", "C", "H", "C", "N", "N", "H", "C", "H", "C", "C", "H"], "coordinates": [[5.228, -36.177, -43.267], [4.558, -39.428, -41.222], [5.513, -35.447, -32.226], [6.433, -34.998, -40.784], [1.627, -45.817, -37.123], [1.683, -39.126, -37.124], [5.980, -40.814, -36.258], [0.997, -39.717, -30.173], [7.576, -42.298, -39.643], [6.080, -38.124, -35.446], [5.688, -39.910, -31.384], [3.007, -40.802, -39.512], [4.949, -44.334, -32.644], [-0.378, -42.889, -32.704], [6.765, -37.040, -42.954], [5.785, -37.021, -42.785], [6.056, -34.667, -31.424], [2.720, -45.881, -39.575], [2.548, -42.312, -38.166], [2.770, -35.573, -37.873], [3.187, -42.980, -33.895], [4.988, -34.087, -37.182], [4.471, -37.897, -32.495], [5.821, -36.092, -40.336], [1.475, -43.843, -36.145], [5.163, -43.520, -33.384], [3.308, -43.990, -40.692], [6.153, -34.163, -36.619], [3.825, -37.445, -33.064], [7.938, -38.991, -34.573], [5.631, -39.000, -35.376], [5.541, -37.229, -41.302], [3.073, -41.744, -39.447], [1.290, -38.320, -31.899], [0.536, -37.774, -40.937], [5.647, -40.922, -31.249], [7.165, -36.722, -30.190], [-0.090, -41.179, -34.656], [7.579, -38.124, -34.954], [10.478, -40.206, -39.231], [3.631, -44.486, -41.499], [5.791, -41.509, -35.422], [9.093, -41.990, -39.619], [8.808, -43.948, -33.401], [8.594, -34.749, -35.826], [11.132, -42.072, -40.706], [-1.060, -33.432, -39.767], [4.543, -35.005, -32.994], [2.482, -37.482, -39.503], [5.411, -38.038, -43.308], [3.688, -41.283, -35.584], [-0.996, -43.855, -32.638], [9.974, -43.949, -40.764], [6.614, -35.478, -36.073], [3.034, -38.604, -35.473], [7.994, -42.164, -34.935], [8.020, -35.649, -35.788], [0.995, -33.790, -37.704], [6.192, -36.258, -39.443], [-1.053, -43.118, -34.679], [3.857, -38.888, -37.336], [6.620, -43.278, -33.585], [1.880, -36.708, -39.500], [2.782, -44.800, -39.473], [1.908, -35.521, -38.651], [2.869, -38.995, -36.622], [4.933, -35.697, -40.003], [1.190, -39.476, -31.371], [4.562, -36.709, -36.025], [9.415, -37.063, -34.694], [0.889, -39.279, -34.352], [0.950, -34.450, -38.554], [4.952, -38.098, -39.681], [3.976, -40.156, -32.343], [8.551, -39.813, -38.207], [9.488, -40.625, -39.026], [1.808, -44.570, -37.143], [7.451, -39.557, -30.202], [6.932, -33.198, -36.574], [-0.519, -42.405, -34.152], [0.730, -40.192, -33.689], [3.434, -42.609, -40.626], [5.546, -36.884, -31.857], [-0.132, -34.594, -39.653], [-0.143, -40.858, -35.650], [4.137, -42.770, -34.067], [-0.824, -32.491, -39.049], [6.605, -41.367, -38.957], [7.404, -45.018, -32.133], [2.455, -43.904, -38.247], [4.425, -41.840, -35.044], [7.070, -43.145, -40.168], [0.745, -40.568, -32.255], [-1.910, -33.376, -40.673], [8.807, -38.993, -37.749], [-0.149, -35.616, -40.666], [5.688, -41.419, -38.728], [-0.905, -35.645, -41.374], [7.098, -40.208, -38.334], [4.653, -39.407, -32.172], [0.726, -36.948, -40.403], [6.530, -37.397, -30.826], [8.441, -37.007, -35.165], [6.958, -42.166, -34.726], [2.286, -41.856, -37.145], [0.132, -41.887, -31.707], [10.142, -42.730, -40.391], [7.708, -44.137, -33.054], [3.875, -42.114, -41.339], [5.711, -36.690, -35.909], [6.354, -39.524, -38.066], [4.969, -38.321, -40.733], [6.760, -38.992, -30.737], [0.044, -42.064, -30.748]]}



[2]
{"formula": "C45H43F5O3P2SZr", "method": "ωB97M-V with the def2-TZVPD basis set", "orbital_gap_ev": 4.577, "multiplicity": 1, "e_homo_ha": -0.0166, "total_charge": -2, "de_lowest_kcal_mol": 29.3, "elements": ["H", "H", "H", "H", "C", "C", "H", "F", "C", "H", "C", "C", "C", "C", "H", "H", "H", "H", "H", "O", "C", "C", "O", "C", "H", "C", "H", "F", "C", "C", "H", "C", "C", "H", "H", "C", "H", "C", "C", "H", "H", "C", "C", "H", "C", "C", "C", "F", "C", "C", "C", "H", "H", "F", "C", "C", "H", "C", "H", "C", "C", "H", "S", "C", "H", "C", "H", "C", "H", "H", "C", "C", "C", "C", "C", "C", "P", "C", "H", "C", "H", "H", "H", "H", "Zr", "H", "C", "H", "H", "H", "F", "H", "C", "P", "H", "H", "C", "H", "O", "H"], "coordinates": [[-1.160, -1.993, 7.306], [-3.154, -0.550, -2.728], [3.945, -0.216, -4.707], [-1.944, 3.212, -0.761], [0.198, -0.554, 4.549], [3.250, -2.545, -0.046], [0.227, 3.330, 0.893], [3.150, 2.772, -4.953], [0.323, 0.748, 5.035], [0.342, 3.242, -0.890], [0.867, -2.422, -3.996], [4.086, -4.801, 0.070], [2.015, 1.000, -7.868], [0.737, 0.645, -7.470], [0.957, -2.964, -6.072], [-3.008, 2.817, -2.107], [2.913, -2.586, 3.806], [-4.579, 3.817, 2.528], [2.959, -1.578, -6.523], [-1.829, 0.455, -1.554], [1.416, -2.392, -5.273], [-2.855, 2.651, -1.037], [-0.012, 0.149, 2.069], [4.692, -1.445, 3.457], [-2.293, 3.432, 1.506], [-0.605, 0.075, 7.147], [2.942, -0.252, -2.450], [-0.974, 0.608, -5.911], [4.381, 0.682, 2.379], [-3.225, 0.515, 3.095], [-3.894, -0.328, 2.908], [-0.334, -1.531, 5.380], [-3.207, 1.471, 1.887], [-2.220, 0.127, 3.264], [-3.563, 1.030, 4.000], [-2.206, -0.018, -2.832], [5.348, -2.198, 3.878], [-5.514, 0.972, 0.973], [-2.351, 2.678, 2.293], [0.019, 2.080, 6.684], [1.086, -3.361, 2.514], [4.238, -3.445, 0.326], [-0.073, 1.062, 6.322], [5.127, -3.081, 0.828], [-7.376, 2.483, 1.187], [0.425, -2.547, 2.247], [3.089, -0.849, -4.507], [2.486, 0.642, -9.086], [-5.209, 3.084, 2.042], [-0.737, -1.221, 6.673], [2.938, -5.254, -0.566], [-6.940, 4.349, 2.148], [4.858, -5.502, 0.367], [4.053, 2.068, -7.361], [2.534, -0.872, -3.239], [2.798, 1.729, -6.993], [6.294, -0.105, 2.945], [3.325, -1.662, 3.421], [3.357, -1.487, 0.162], [2.475, -0.703, 2.869], [0.268, 1.015, -6.228], [2.352, 1.204, 1.904], [0.426, 2.154, -3.737], [-6.549, 3.391, 1.824], [-1.340, 2.329, 2.502], [3.010, 0.470, 2.355], [-0.921, 0.321, 8.154], [-4.666, 1.871, 1.631], [4.791, 1.591, 1.954], [-8.418, 2.722, 1.006], [1.024, 1.754, -5.298], [2.534, -1.615, -5.527], [0.526, 2.706, 0.046], [1.955, -4.351, -0.942], [-2.597, 0.710, 0.697], [2.102, -2.991, -0.688], [0.795, -1.835, -1.257], [2.310, 2.090, -5.752], [1.607, 2.520, 0.092], [1.430, -1.678, -2.968], [-5.089, 0.050, 0.598], [-0.621, -2.825, 2.139], [-3.686, 3.146, -0.524], [-2.304, 0.822, -3.519], [-0.444, 0.682, -0.003], [0.716, 1.524, 4.388], [5.223, -0.271, 2.931], [1.056, -4.709, -1.434], [-1.408, -0.662, -3.201], [-7.477, 0.560, 0.235], [-0.033, -0.080, -8.310], [2.806, -6.312, -0.767], [-2.956, 1.172, -0.712], [0.688, -0.997, 2.818], [-0.439, -2.537, 4.987], [-2.908, -0.347, 0.799], [-6.848, 1.270, 0.761], [-0.015, -3.025, -3.805], [1.239, -0.458, -0.578], [-2.727, 3.157, 3.204]]}



Let's list calculated total energy in order: -3585.51801, -3593.61300 Eh.